(1)
The following is a quantum chemistry calculation of the molecule C12H24N2O2 in a non-equilibrium geometry, from OMol25.

**Net charge**: 0
**Electronic energy**: -731.19114 Eh
**ΔE to the lowest compared entry with this formula, charge and spin**: 13.5204 eV
**Highest occupied orbital energy**: -8.39 eV
**Molar mass**: 228.3 Da
**Structure (SMILES)**: CCCC(=O)NCCCCNC(=O)CCC
**Kohn-Sham gap**: 8.81 eV
**LUMO level**: 0.0153 hartree
**Strongest force on any atom**: 18.28 eV Å⁻¹

```
40
Properties=species:S:1:pos:R:3:forces:R:3
C 3.354 2.627 0.862 -4.2 4.0 1.8
C 2.279 2.385 -0.164 -4.6 4.0 -0.2
C 2.555 1.338 -1.163 -11.4 -6.7 7.2
C 2.774 -0.102 -0.471 1.1 -2.3 -0.5
O 3.758 -0.881 -0.824 -4.3 3.3 1.9
N 1.721 -0.566 0.479 2.0 9.2 -6.6
H 0.823 -0.082 0.684 1.0 0.4 -0.9
C 1.849 -1.708 1.018 0.3 -7.0 5.1
C 0.547 -2.550 0.936 3.3 1.8 3.0
H -0.203 -2.055 1.425 -2.0 1.8 1.3
C 0.218 -2.834 -0.375 2.3 -12.4 -3.1
H -0.490 -3.806 -0.448 1.3 0.8 1.1
C -0.376 -2.139 -1.363 -0.3 12.7 7.1
N -1.648 -1.439 -0.668 -0.4 -16.2 -8.4
C -1.860 -0.392 -0.153 -3.4 7.1 8.1
O -1.028 0.400 0.283 1.7 1.7 -0.8
C -3.224 -0.346 0.562 -2.0 7.8 -11.3
H -4.016 -0.746 -0.055 -0.2 -0.6 0.3
H -3.191 -0.549 1.433 0.8 -3.9 11.1
C -3.644 1.344 0.754 8.0 -3.4 -6.4
C -3.837 1.945 -0.819 2.2 4.0 6.8
H -4.705 1.560 -1.133 -2.6 -1.7 -2.2
H -2.874 1.991 -1.244 0.5 -0.4 -1.4
H -4.104 3.052 -0.442 0.6 -2.0 -1.5
H -4.537 1.569 0.974 -6.4 1.0 3.5
H -2.728 1.823 1.167 -1.3 -0.2 0.2
H -2.419 -2.371 -0.760 2.0 4.4 0.8
H -0.532 -2.188 -2.289 -1.2 -1.9 -7.2
H 0.159 -1.112 -1.211 0.1 -1.1 -1.6
H 1.231 -3.378 -0.822 -2.3 1.3 0.5
H 0.749 -3.344 1.612 0.0 -1.5 -0.1
H 2.036 -1.557 2.076 0.0 -0.4 1.1
H 2.760 -2.224 0.745 -0.1 -0.5 -0.8
H 1.496 0.970 -1.792 2.8 1.6 1.5
H 3.212 1.426 -1.772 8.3 1.6 -7.3
H 1.267 2.387 0.456 1.7 -1.1 -1.7
H 1.964 3.309 -0.911 1.3 -1.4 2.1
H 3.095 3.473 1.721 0.3 -2.0 -2.4
H 3.484 1.780 1.385 1.2 -3.1 1.7
H 4.085 2.990 0.305 4.3 1.2 -1.6
```
Forces are in eV/Å.

(2)
The following is a quantum chemistry calculation of a cluster of 2 separate species, C3H3NO2 in total in a non-equilibrium geometry, from OMol25.

**Net charge**: 0
**Electronic energy**: -321.06042 Eh
**ΔE to the lowest compared entry with this formula, charge and spin**: 3.1995 eV
**Highest occupied orbital energy (alpha / beta)**: -5.04 / -10.91 eV
**Molar mass**: 85.1 Da
**<S²>**: 2.005
**Kohn-Sham gap (alpha / beta)**: 5.79 / 7.59 eV
**LUMO level (alpha / beta)**: 0.0276 / -0.1220 hartree
**Strongest force on any atom**: 10.97 eV Å⁻¹
**Spin multiplicity**: 3

```
9
Properties=species:S:1:pos:R:3:forces:R:3
C -1.365 -1.294 0.236 3.3 -8.8 0.4
C -1.535 -0.134 0.041 -5.9 9.2 0.7
C 2.151 -0.109 -0.156 0.4 0.1 0.7
N 1.640 0.924 0.134 -3.7 3.0 -1.0
O 2.799 -1.044 -0.201 1.4 -2.6 -0.8
O -1.358 1.083 -0.389 1.5 1.5 -0.3
H -1.286 -2.327 0.359 0.3 -0.8 0.2
H -1.750 1.703 0.304 0.6 -1.1 -0.9
H 0.704 1.198 -0.328 2.1 -0.4 1.0
```
Forces are in eV/Å.

(3)
The following is a quantum chemistry calculation of a structure of composition C25H44N3OsP in a non-equilibrium geometry, from OMol25.

**Net charge**: +2
**Electronic energy**: -1574.63375 Eh
**Highest occupied orbital energy (alpha / beta)**: -13.12 / -15.17 eV
**Molar mass**: 607.9 Da
**<S²>**: 6.019
**Kohn-Sham gap (alpha / beta)**: 6.68 / 8.23 eV
**LUMO level (alpha / beta)**: -0.2368 / -0.2552 hartree
**Strongest force on any atom**: 5.92 eV Å⁻¹
**Spin multiplicity**: 5

```
74
Properties=species:S:1:pos:R:3:forces:R:3
C 1.906 -2.390 -1.985 2.3 -2.1 -0.9
C 1.269 -3.811 -2.261 0.9 0.8 -0.6
H 2.986 -2.468 -2.218 -0.2 -0.2 0.0
H 2.040 -2.128 -0.912 -0.3 0.2 -0.4
H 1.628 -1.648 -2.749 -0.2 0.1 0.4
H 0.178 -3.790 -2.227 0.0 -0.3 -0.1
H 1.559 -4.113 -3.276 -0.1 0.0 0.3
H 1.663 -4.541 -1.558 -0.2 0.0 0.1
C 1.075 0.818 -2.837 -1.1 0.0 -0.4
C 1.041 2.111 -3.342 0.4 -0.1 -0.1
C -0.180 2.689 -3.684 0.0 -0.2 0.0
C -1.344 1.946 -3.528 -0.1 -0.7 0.2
H 2.010 0.300 -2.610 -0.3 0.4 0.0
H 1.987 2.638 -3.468 -0.3 0.0 0.0
H -0.218 3.702 -4.083 0.0 -0.2 0.1
H -2.327 2.325 -3.793 0.3 0.2 0.0
N -0.064 0.113 -2.645 0.1 0.7 -0.3
C -1.267 0.651 -2.991 1.5 0.8 0.0
C -2.416 -0.194 -2.706 -1.1 -1.1 0.7
N -2.137 -1.323 -1.989 -0.7 -0.4 -1.0
C -3.118 -2.229 -1.773 0.0 0.8 -0.2
C -4.745 -0.817 -2.850 0.0 -0.1 0.1
C -4.428 -1.999 -2.184 0.2 -0.3 0.2
H -2.814 -3.134 -1.249 -0.3 0.2 -0.1
H -5.169 -2.760 -1.960 0.0 0.2 -0.2
C -3.731 0.094 -3.107 1.0 0.1 0.0
H -3.898 1.034 -3.628 -0.3 -0.4 0.1
H -5.766 -0.614 -3.169 0.2 0.0 0.1
Os -0.070 -1.630 -1.201 -2.4 0.5 -2.1
C -0.705 -3.038 0.057 -0.6 -1.4 1.0
H -0.929 -3.966 -0.492 0.0 0.1 0.3
H -1.613 -2.731 0.599 0.3 -0.1 -0.1
H 0.080 -3.252 0.799 -0.3 -0.1 -0.1
C -1.134 2.384 2.661 -0.2 0.2 0.0
C -1.018 1.525 1.387 0.1 0.4 0.3
C -2.230 0.585 1.262 -0.2 -0.3 0.0
C -1.057 2.405 0.127 0.0 0.2 -0.3
P 0.589 0.556 1.434 -0.4 -2.6 -2.0
N 0.332 -0.551 0.135 1.5 4.0 4.2
C 2.212 1.434 1.046 0.1 0.4 0.1
C 2.872 2.027 2.309 0.2 0.1 0.1
C 3.181 0.448 0.376 0.2 -0.2 -0.1
C 1.982 2.584 0.059 0.0 0.2 -0.3
C 0.786 -0.536 2.941 0.0 0.3 0.4
C -0.503 -1.340 3.165 -0.2 -0.3 0.0
C 1.932 -1.526 2.677 0.1 -0.2 0.1
C 1.072 0.252 4.239 0.1 0.0 0.2
H -1.983 3.073 2.537 0.2 -0.2 0.0
H -0.237 2.997 2.841 -0.2 -0.2 0.0
H -1.339 1.777 3.554 0.1 0.2 -0.3
H -3.135 1.209 1.208 0.3 -0.1 0.0
H -2.181 -0.002 0.334 0.0 0.1 0.3
H -2.361 -0.093 2.105 0.0 0.2 -0.3
H -0.513 3.349 0.245 -0.2 -0.3 -0.1
H -0.676 1.855 -0.746 -0.1 0.3 0.3
H -2.102 2.666 -0.096 0.2 -0.1 0.2
H 3.362 1.264 2.927 -0.2 0.2 -0.2
H 3.664 2.722 1.988 -0.3 -0.2 0.0
H 2.167 2.606 2.922 0.2 -0.2 -0.1
H 2.734 -0.013 -0.514 0.1 0.1 0.2
H 4.067 1.009 0.044 -0.2 -0.1 0.2
H 3.531 -0.343 1.047 -0.1 0.2 -0.2
H 1.487 2.240 -0.858 0.1 0.2 0.4
H 1.425 3.416 0.507 0.2 -0.3 -0.2
H 2.962 2.983 -0.246 -0.2 -0.1 0.2
H -1.325 -0.717 3.538 0.3 -0.2 -0.1
H -0.807 -1.881 2.260 0.0 0.3 0.4
H -0.303 -2.094 3.942 0.0 0.2 -0.2
H 2.922 -1.063 2.762 -0.3 -0.1 0.0
H 1.885 -2.319 3.439 0.0 0.3 -0.1
H 1.834 -2.014 1.698 0.1 0.1 0.2
H 0.374 1.084 4.395 0.2 -0.3 0.0
H 0.953 -0.444 5.084 0.0 0.2 -0.2
H 2.094 0.639 4.289 -0.4 -0.1 0.0
```
Forces are in eV/Å.

(4)
The following is a quantum chemistry calculation of a cluster of 2 separate species, C2H5NO in total in a non-equilibrium geometry, from OMol25.

**Net charge**: 0
**Electronic energy**: -208.97335 Eh
**ΔE to the lowest compared entry with this formula, charge and spin**: 1.2295 eV
**Highest occupied orbital energy (alpha / beta)**: -9.12 / -9.13 eV
**Molar mass**: 59.1 Da
**<S²>**: 2.008
**Kohn-Sham gap (alpha / beta)**: 10.00 / 8.45 eV
**LUMO level (alpha / beta)**: 0.0322 / -0.0249 hartree
**Strongest force on any atom**: 4.44 eV Å⁻¹
**Spin multiplicity**: 3

```
9
Properties=species:S:1:pos:R:3:forces:R:3
C 0.872 1.164 0.104 1.9 -1.4 1.6
C -0.470 -0.901 -0.014 -0.2 2.2 3.8
N 0.538 0.025 0.529 2.6 -1.6 -1.0
O 2.013 -1.255 2.003 -0.1 0.1 -0.2
H 1.959 1.532 0.242 -1.9 -0.3 0.4
H 0.150 1.784 -0.300 -1.3 1.5 -1.8
H -0.038 -1.752 -0.460 0.8 -0.7 -0.6
H -1.080 -0.318 -0.633 -1.5 0.3 -1.3
H -0.979 -1.210 0.927 -0.2 -0.2 -1.0
```
Forces are in eV/Å.